# C4H11N3

The molecule C4H11N3 at a distorted geometry (ωB97M-V/def2-TZVPD, OMol25).

```
! RIJCOSX wB97M-V def2-TZVPD def2/J DEFGRID3
* xyz 0 1
C 0.39525 -0.69792 -0.70710
H -2.06693 1.32068 2.14702
H 1.84357 -1.88379 0.25499
H 2.32772 0.99769 0.18529
H -1.34842 -1.66086 -1.06355
C -0.29594 0.65908 -0.64766
H -1.17891 0.66968 -1.30771
C -1.93959 1.14707 1.07437
N 2.58927 0.01615 0.18017
N -0.34159 -1.76336 -1.13781
C 1.49599 -0.85894 0.11314
H 0.39513 1.42953 -1.02870
H 0.01302 -2.68270 -0.89634
H 0.24143 0.20102 1.23016
H -2.59612 0.31916 0.77463
H -2.30647 2.04541 0.55348
H 3.32297 -0.17457 -0.49580
N -0.55037 0.91666 0.77141
*
```

Computed properties:
E_HOMO: -0.270 Eh
Kohn-Sham gap: 8.3 eV
SMILES string: CNC/C(N)=C\N

# C4H13N3

The molecule C4H13N3 at a distorted geometry (ωB97M-V/def2-TZVPD, OMol25).

```
! RIJCOSX wB97M-V def2-TZVPD def2/J DEFGRID3
* xyz 0 1
N 1.97718 0.00380 0.94768
H -3.58054 -0.32884 0.61995
H 1.07639 -1.67488 -0.88322
H 1.04306 2.33345 0.26262
C 0.95170 0.21475 -0.05812
C -0.53262 0.03902 0.76972
H -0.41396 -0.89068 1.35185
N 1.01410 -0.70891 -1.18259
C 1.05717 1.64076 -0.57430
H -0.95674 -0.24313 -0.79759
H -0.54789 0.85473 1.49553
H -2.98543 -1.30483 -0.74032
C -2.70332 -0.83078 0.20648
H 1.74929 -0.48306 -1.84262
H 0.21293 1.85060 -1.22578
H 1.93942 -0.93409 1.33044
H 2.90923 0.16124 0.57531
H 1.99242 1.78986 -1.11831
N -1.68402 0.16173 -0.05487
H -2.51837 -1.65075 0.91813
*
```

Computed properties:
E_HOMO: -0.329 Eh
Kohn-Sham gap: 9.9 eV
SMILES string: CNCC(C)(N)N

# C3H7NO

A cluster of 2 separate species, C3H7NO in total at a distorted geometry (ωB97M-V/def2-TZVPD, OMol25).

```
! RIJCOSX wB97M-V def2-TZVPD def2/J DEFGRID3
* xyz 0 1
C -0.65844 1.28973 -1.09835
H 1.81690 0.21350 0.34097
H -0.73493 0.81365 1.83294
H 0.26896 -3.16914 -0.64172
C 0.32815 0.65653 1.69820
O -0.42283 -2.71278 -1.13421
H -1.38059 1.16543 -1.88899
N -0.12761 0.25175 -0.62206
H -0.39282 2.26774 -0.72575
H -0.43370 -1.81145 -0.77735
H 0.98645 0.65883 2.55127
C 0.75046 0.37620 0.46506
*
```

Computed properties:
E_HOMO: -0.352 Eh
Kohn-Sham gap: 10.4 eV
SMILES string: C=CN=C.O

# C8H9N3O2S

The molecule C8H9N3O2S at a distorted geometry (ωB97M-V/def2-TZVPD, OMol25).

```
! RIJCOSX wB97M-V def2-TZVPD def2/J DEFGRID3
* xyz 0 1
C 0.60937 0.65290 2.20804
H -0.22556 0.57217 -1.04525
H -0.52137 1.46576 3.82968
H 1.80121 1.62373 3.44289
C -0.41481 -1.07697 0.92523
H -0.33639 -1.87371 0.14898
N 0.48596 0.21340 -1.68835
N -0.92234 0.24932 -3.53485
C 0.61924 -0.22232 1.07688
C -1.55064 -1.11162 1.80621
O -1.10259 0.19842 -4.89834
C -1.60237 -0.20487 2.87742
H 2.78754 -0.29546 0.54574
H -2.33822 -0.34517 3.64900
H -0.23823 -0.09280 -5.28057
S 1.67727 0.49300 -4.07670
C 1.79045 -0.17741 0.15331
H -2.34786 -1.84524 1.71169
C 0.37112 0.29650 -3.04089
H -1.51891 -0.55032 -3.17802
O 1.75657 1.35491 2.43278
N 1.76606 -0.03780 -1.10639
C -0.54548 0.71358 3.04150
*
```

Computed properties:
E_HOMO: -0.310 Eh
Kohn-Sham gap: 8.7 eV
SMILES string: ONC(=S)N/N=C\c1ccccc1O

# C13H27NO24S7

A structure of composition C13H27NO24S7 at a distorted geometry (ωB97M-V/def2-TZVPD, OMol25).

```
! RIJCOSX wB97M-V def2-TZVPD def2/J DEFGRID3
* xyz 0 1
O -0.82826 -1.21184 1.83671
S -6.03468 0.78695 -2.16791
H 2.75295 2.25543 0.76564
H -3.01323 -4.23139 2.60153
S 3.77165 -5.72824 -2.36197
H 3.49523 -3.34549 -0.61290
H -5.80046 -1.86936 -0.86321
H 1.72046 2.97708 2.28378
S 1.71644 3.35808 -1.91813
O 4.78650 -5.08506 -3.16371
O 3.50163 -7.14758 -2.42268
H 1.24389 -5.41603 -0.93086
O -6.60641 0.76776 -0.64044
O -6.92117 1.59922 -2.97133
O 4.45991 5.12989 1.71873
H -2.15859 -4.14089 0.31414
O 2.01932 5.65720 1.81628
H 5.25153 7.61699 3.73976
N 1.05756 1.00329 1.50369
H 3.63309 -1.48795 2.42157
H 2.82169 -4.41825 0.64577
H 1.19917 -3.68937 -1.38302
O 0.77384 0.54697 0.27392
H 0.62579 1.24712 -4.37156
C 5.29105 6.24606 2.03272
C 1.82844 3.07427 -4.39016
O 0.79446 4.22479 -1.22159
O 2.94909 2.88318 -1.32975
H 4.21420 0.08512 1.48625
O -4.92618 -3.74268 2.05679
O -4.60598 0.99379 -2.11847
O -6.32066 -0.77892 -2.52028
H -3.48333 -3.06097 -0.20308
C 3.05758 -4.32990 -0.41811
H -3.25084 -2.51526 2.16997
H 0.99816 2.90817 0.45485
H 1.59753 3.57261 -5.33468
H -7.38192 -2.29497 -1.57492
C 0.66737 2.22377 -3.88195
O 3.57619 6.38957 3.62658
O 2.36391 -4.93274 -2.57615
C 1.83664 -4.57295 -1.30127
H 6.34379 5.99136 1.88393
S 3.11144 5.18200 2.63350
S -0.30738 -0.76451 0.28005
H 3.05101 -1.22407 0.60311
O 2.06787 4.03188 -3.36136
H -0.28848 2.73980 -4.01840
H -7.37297 -0.70890 0.60776
C 4.98106 6.58892 3.48739
H 2.73552 2.47225 -4.50886
O 4.00853 -5.32203 -0.80095
O 0.55700 -1.98545 -0.21972
H 5.48915 5.90086 4.17132
C -3.52131 -3.54333 1.91760
C 2.05369 0.14271 2.24667
O 1.83219 -0.00497 3.58172
C -7.36900 -0.42117 -0.44626
S -1.94274 -0.10694 2.50037
O -5.45844 -6.17004 1.83746
C -3.21133 -3.88619 0.46293
O 3.04393 3.96221 3.40725
C 3.32567 -0.66957 1.60760
C -6.70523 -1.47091 -1.33350
O 0.89239 2.06920 -2.48172
H -8.39511 -0.22123 -0.77254
C 1.68800 2.38966 1.26010
H 5.01904 7.07128 1.36671
H -2.38542 0.83740 1.55813
O -6.48305 -4.47505 0.24649
S -5.39093 -4.95025 1.06371
O -4.04246 -5.00236 0.14894
*
```

Computed properties:
E_HOMO: -0.350 Eh
Kohn-Sham gap: 9.0 eV

# C22H31BrF2IN5O5P

The ion C22H31BrF2IN5O5P with charge +1 at a distorted geometry (ωB97M-V/def2-TZVPD, OMol25).

```
! RIJCOSX wB97M-V def2-TZVPD def2/J DEFGRID3
* xyz 1 1
C 4.57800 -2.05647 1.54030
H -2.89393 -1.81830 4.20607
H 5.05607 -1.87742 2.50229
Br -1.64209 4.89272 -0.55938
N -2.83415 0.54351 1.19042
H 2.65524 -0.51244 -4.01976
F -0.28264 -1.62044 0.91456
H 1.64430 -1.78106 -3.16710
H -0.90829 0.77204 -2.95035
H 3.03982 -4.51394 -0.14217
C -0.78102 1.50763 -0.10362
C -1.59738 1.48541 1.25438
H 4.12154 -4.10484 2.03344
C 0.80084 -0.40023 -1.04490
C -3.82356 0.78319 2.29575
H 2.67661 3.13946 0.80816
N -0.83337 1.06609 2.40050
N -4.69707 -1.96913 0.86624
H -1.18008 -1.22089 3.78889
H -0.08857 0.41211 2.18558
C 4.50992 -1.08367 0.57274
O -5.15858 -2.81840 0.23683
O -0.20640 3.05272 -2.41748
N 1.99359 3.76126 1.25778
H 1.22344 1.28419 0.83842
H 0.91589 -0.49677 -4.10642
C -1.24398 -1.13841 0.04812
C -2.14950 -1.58004 3.43534
O 2.84734 0.72812 -1.68644
H -2.90944 3.10868 1.10400
O -3.30849 -0.89378 -3.14089
C -0.70181 0.04711 -0.82929
H 0.02373 3.91882 1.48718
C 0.82208 3.31567 1.05561
H -2.61275 -2.89951 1.89365
C -2.81322 -0.05223 -2.44456
H -3.31159 1.02408 3.23099
H 4.31900 -0.48739 -2.65029
H -4.50430 1.59842 2.03621
H 1.42055 -0.38361 -0.14991
O -3.65908 -1.31006 0.12516
H -4.43725 -0.09825 2.49231
H -0.90735 -0.90763 -2.73695
H 1.15316 1.12779 -2.65915
C -2.55671 -0.88112 0.93593
C 1.61309 0.23647 -2.21121
C -1.29159 0.00452 -2.26802
N -2.12366 2.75821 1.62704
H -0.40610 1.84578 2.88643
I -1.70964 -2.98609 -1.06853
C 4.05118 -3.32017 1.28469
C 3.92506 -1.28732 -0.67402
C 1.75761 -0.72570 -3.43192
H -2.10759 2.97770 2.60854
C 3.45194 -3.52571 0.06133
H -3.34179 0.88134 0.35812
H 2.93655 -2.77924 -1.87169
C 3.96762 -0.12666 -1.66917
H -0.63826 2.95273 -3.27907
C -2.48513 -1.83639 2.13777
P -1.46708 2.81989 -1.34708
H 4.94622 -0.10865 0.80149
H 0.72641 -1.46919 -1.30223
H 1.24347 2.19889 -0.68794
C 3.39078 -2.54433 -0.91160
C 0.67533 2.01576 0.23085
F -3.67794 0.85463 -1.87420
H 4.80502 0.50054 -1.32782
*
```

Computed properties:
E_HOMO: -0.428 Eh
Kohn-Sham gap: 7.9 eV
SMILES string: [H]/N=C\C[C@]1(P(O)Br)C(N)(N)[N@H+](C)[C@@](C=C)(ON=O)[C@@](F)(I)[C@]1(CC(=O)F)C[C@H](C)OCc1ccccc1

# C29H42As3HgOP

A structure of composition C29H42As3HgOP (ωB97M-V/def2-TZVPD, OMol25).

```
! RIJCOSX wB97M-V def2-TZVPD def2/J DEFGRID3
* xyz 1 2
C -0.15617 0.67856 -3.15653
H -5.20402 2.05429 -0.60712
H 3.08814 6.13571 -2.12107
H -5.69043 3.83892 -2.24509
C 1.29212 -1.40366 1.07974
H -4.24892 -1.89656 1.50177
H 4.28512 -4.04046 3.31284
C 1.38734 -0.66664 -4.42522
H 2.30018 5.36325 0.09028
H 1.05208 -1.13096 0.04792
C -0.95637 -0.68292 -4.97405
C 0.33659 -1.12222 -5.21267
H -1.75966 -1.23128 4.61332
C -4.41401 2.44385 -1.23555
H 0.83933 3.03923 -4.02125
As -2.16636 -0.63583 2.17685
C 1.51250 -5.36703 3.81445
H -0.40526 -3.29337 3.44917
P -0.45944 1.74410 -1.74057
H 3.43280 -0.51819 3.37236
C -4.68646 3.44607 -2.15517
H -2.89494 1.16709 -0.40472
C 2.41989 5.28782 -2.05097
H 0.77087 3.43660 0.25127
H 2.27191 -5.96923 4.31173
C -2.60851 -1.32215 3.94080
C 3.50509 -3.47157 2.80553
H 1.45848 -5.65834 2.76771
C 2.54254 0.07533 3.57158
H -1.80098 -2.95006 1.39613
H 3.30606 -3.94896 1.84903
H 0.55624 -5.56470 4.29773
C 1.14953 3.54999 -3.11796
H -2.91379 -2.36605 3.87427
H 2.84722 1.06219 3.91855
O -0.34543 0.97661 -0.44448
H -0.13922 -4.52754 1.15656
H 3.89074 -2.46815 2.63923
H 1.95551 -0.40182 4.35398
H 0.27409 -1.69566 3.61079
C -2.10606 2.44576 -1.92696
H 2.28881 -1.84954 1.07872
H 3.19665 2.03115 1.16547
H -1.77224 -1.03483 -5.59091
H -1.24559 -1.78305 0.20079
C 2.85291 1.07236 0.78188
C 0.52737 -3.73595 0.81074
C -3.67212 3.95221 -2.95758
C -3.87148 -0.89854 1.28022
H 0.52980 -1.81852 -6.01786
H -2.21487 0.56356 -3.76629
H 1.96570 0.59317 -2.79452
C 1.14297 0.23062 -3.40007
H -1.59592 3.86680 -3.46415
H -3.88521 4.73895 -3.66853
H -4.58690 -0.15617 1.62949
As 1.49142 0.34223 1.95507
C -2.38362 3.45636 -2.84416
C -1.20530 0.21591 -3.94594
C -3.12523 1.94447 -1.12174
H 2.41546 1.21494 -0.20421
H 2.34563 4.97826 -4.17320
H 3.69486 0.38261 0.72143
C 2.00273 4.63884 -3.20506
C -1.17875 -2.06002 1.25737
Hg -0.83765 1.74344 1.96733
H -3.43370 -0.73017 4.33417
C 0.70770 3.10553 -1.87098
H 2.39618 -1.00731 -4.61588
As 1.97969 -3.47741 4.04942
C 0.28014 -2.43729 1.59510
C 0.41866 -2.65749 3.10638
C 1.12398 3.76669 -0.71908
H -3.74195 -0.79518 0.20413
H 1.55110 -4.08383 0.92017
H 0.34018 -3.57790 -0.25334
C 1.98027 4.85305 -0.80858
*
```

Computed properties:
E_HOMO (alpha / beta): -0.356 / -0.398 Eh
<S²>: 0.7541
Kohn-Sham gap (alpha / beta): 7.8 / 6.9 eV

# C4H9NO3

The molecule C4H9NO3 at a distorted geometry (ωB97M-V/def2-TZVPD, OMol25).

```
! RIJCOSX wB97M-V def2-TZVPD def2/J DEFGRID3
* xyz 0 1
C 2.36734 0.22525 0.09592
N 1.08093 0.83394 0.34546
H 0.40212 -2.02665 0.43455
H 2.54823 0.29102 -0.97480
C -0.08885 0.05118 0.21950
H 0.39190 -1.43444 -1.24329
H -2.16841 0.31282 1.57279
H -1.12880 -1.69936 -0.38648
H -2.63059 0.69660 -1.52754
H 2.43551 -0.81589 0.42302
O -1.66664 0.68281 -1.45476
O 0.39889 0.31491 1.49574
C -1.35655 0.84434 -0.11338
H -1.16226 1.91107 0.11651
O -2.43619 0.37131 0.64764
H 3.11186 0.81591 0.62544
C -0.09846 -1.37477 -0.27625
*
```

Computed properties:
E_HOMO: -0.350 Eh
Kohn-Sham gap: 10.3 eV
SMILES string: CN1O[C@@]1(C)C(O)O